{
  "formula": "C5H13NO",
  "method": "ωB97M-V/def2-TZVPD",
  "relative_energy_kcal_mol": 27.65,
  "homo_ev": -8.922,
  "homo_lumo_gap_ev": 9.92,
  "elements": ["C", "N", "C", "C", "C", "C", "O", "H", "H", "H", "H", "H", "H", "H", "H", "H", "H", "H", "H", "H"],
  "xyz": [[-2.217879, 0.377075, 1.128979], [-0.885003, 0.660507, 0.579893], [-0.205964, -0.517990, 0.053776], [-0.961871, -1.507036, -0.861294], [1.082517, -0.076355, -0.653078], [1.914545, 0.933565, 0.115294], [3.099557, 1.196917, -0.654705], [-2.646103, 1.291203, 1.539529], [-2.055166, -0.301678, 1.974700], [-2.924767, -0.085262, 0.445788], [-0.996606, 1.344305, -0.165277], [0.116696, -1.107546, 0.922254], [-2.007194, -1.585483, -0.613496], [-0.830964, -1.225271, -1.909294], [-0.410422, -2.432983, -0.762192], [0.816916, 0.407056, -1.596315], [1.701863, -0.910937, -0.899714], [2.180262, 0.562722, 1.106080], [1.374178, 1.858883, 0.312309], [3.855404, 1.118310, -0.063241]],
  "forces_ev_per_a": [[0.8338, -0.0260, 0.7273], [-0.9368, 0.0128, -0.5636], [0.8031, -0.2742, 0.0379], [0.9328, 0.8376, -0.1247], [-0.7148, 1.0743, 0.2818], [0.2918, -0.1103, 0.1331], [0.0026, 0.0100, 0.3451], [-0.0154, 0.0171, -0.1181], [-0.2573, -0.0089, -0.0862], [-0.1559, -0.0065, -0.1929], [0.1331, -0.0396, -0.0041], [-0.1740, 0.1323, 0.1841], [-0.2399, -0.3909, 0.0387], [-0.3527, 0.1864, -0.0022], [-0.3652, -0.5483, 0.0577], [-0.0668, -0.0517, -0.1901], [0.3733, -0.7146, -0.1224], [0.0504, -0.2601, 0.0701], [-0.0503, 0.0667, -0.2776], [-0.0919, 0.0941, -0.1937]],
  "lowdin_charge": [-0.127, -0.091, -0.426, -0.052, -0.166, -0.264, -0.078, 0.076, 0.085, 0.059, 0.111, 0.136, 0.052, 0.075, 0.076, 0.120, 0.112, 0.119, 0.105, 0.078]
}